No. 1
{"formula": "C5H13NO", "method": "ωB97M-V/def2-TZVPD", "species": ["O", "N", "C", "C", "C", "C", "C", "H", "H", "H", "H", "H", "H", "H", "H", "H", "H", "H", "H", "H"], "xyz": [[-3.282819, 2.202369, 0.756801], [0.956428, -0.381378, -1.078753], [0.667987, -1.449612, -1.959701], [1.728512, -1.041339, 0.132507], [1.070688, -0.352771, 1.353031], [-0.189792, 0.186461, -0.503624], [0.018881, 0.626819, 0.942368], [-0.918123, -0.622137, -0.359846], [-0.110954, -2.149802, -1.304863], [-3.326017, 2.491747, 1.847537], [0.154905, 1.692635, 1.073899], [0.016433, -0.954525, -2.883055], [-2.463339, 1.645086, 0.754141], [2.896817, -1.038438, -0.054585], [1.725000, -0.087759, 2.182295], [-0.439367, 1.047539, -1.146269], [1.421693, -2.186634, -2.171485], [1.371350, -2.067482, 0.284037], [0.348782, -1.102594, 1.953163], [-0.887282, 0.565711, 1.534412]], "forces_ev_per_angstrom": [[0.8, 0.6, 4.9], [4.4, -1.6, 2.4], [-5.2, -0.3, -0.5], [-0.1, 1.0, -0.8], [-0.8, -2.1, 3.2], [-1.8, 1.2, 0.2], [0.3, 1.4, -0.8], [-0.8, 0.2, -0.8], [1.1, 1.1, -1.8], [0.1, -1.3, -4.9], [1.2, 0.4, -0.4], [1.9, -1.9, 1.9], [-1.0, 0.7, -0.1], [-2.5, 0.3, 0.7], [0.3, 0.5, -0.4], [-1.0, -0.6, 0.2], [0.8, 0.6, -0.6], [0.5, -0.2, -0.8], [2.0, 0.7, -1.5], [-0.3, -0.9, 0.0]], "largest_force_ev_per_a": 5.3, "relative_energy_kj_mol": 357.9, "orbital_gap_ha": 0.3487, "lumo_energy_ev": 0.68, "smiles": "CN1CCCC1.O", "charge": 0}


No. 2
{"formula": "C5H13NO", "method": "ωB97M-V/def2-TZVPD", "species": ["O", "N", "C", "C", "C", "C", "C", "H", "H", "H", "H", "H", "H", "H", "H", "H", "H", "H", "H", "H"], "xyz": [[-1.608250, 2.251430, 3.731846], [2.184916, -0.852943, -0.621213], [-0.283140, -0.869044, -2.028243], [-0.225938, -0.005700, -0.616232], [1.162755, -0.055199, 0.031906], [-1.839298, -1.058094, -2.354565], [1.305908, 0.225788, 1.354037], [-2.274117, -0.757406, -1.391709], [-1.715829, -0.395060, -3.175612], [3.076962, -0.632788, -0.100487], [2.149056, 0.644384, 1.712102], [-2.190484, -2.083844, -2.650892], [0.103400, -1.794545, -1.628436], [-0.914759, -0.587848, -0.018812], [-1.112831, 3.015328, 3.411312], [1.706284, -1.649935, -1.064981], [0.455427, 0.151590, 2.090612], [0.167978, -0.499565, -2.953592], [-2.079566, 2.118882, 2.880485], [-0.521651, 1.003466, -0.937684]], "forces_ev_per_angstrom": [[-0.4, 0.4, -1.6], [-0.6, 3.7, 0.3], [-1.5, -0.6, 2.5], [1.6, -1.3, -3.3], [-0.4, -2.3, 1.0], [2.3, -0.9, 1.0], [-3.9, -0.2, -0.8], [-0.9, 0.3, -1.1], [-2.2, 0.8, -0.7], [-1.3, -2.0, -1.3], [3.3, 0.2, 1.5], [0.6, 1.1, 0.2], [0.4, -0.7, -0.9], [-0.4, 0.6, 0.5], [0.5, 0.2, 0.7], [1.9, 0.4, 0.5], [0.5, 1.1, -1.3], [0.7, 0.0, 0.8], [-0.1, -0.6, 0.9], [-0.1, -0.2, 1.0]], "largest_force_ev_per_a": 4.0, "relative_energy_kj_mol": 423.5, "orbital_gap_ha": 0.3073, "lumo_energy_ev": 0.82, "smiles": "C=C(N)CCC.O", "charge": 0}


No. 3
{"formula": "C5H13NO", "method": "ωB97M-V/def2-TZVPD", "species": ["O", "N", "C", "C", "C", "C", "C", "H", "H", "H", "H", "H", "H", "H", "H", "H", "H", "H", "H", "H"], "xyz": [[0.521032, -0.045340, 2.369741], [1.588504, 1.045069, -0.977791], [-0.459710, -1.117097, -1.330068], [-1.811895, -0.087309, 0.498533], [-0.724799, 0.160101, -0.552569], [0.562049, 0.778410, 0.035767], [1.228660, -0.036004, 1.142666], [2.213892, 0.247700, -1.058571], [0.329336, 0.879553, 2.589892], [-1.954246, 0.761760, 1.172823], [2.248805, 0.351547, 1.297262], [-1.115413, 0.958544, -1.201816], [0.305852, 1.755921, 0.467505], [1.177942, 1.125963, -1.905456], [0.396282, -1.064872, -1.995660], [-2.745505, -0.294333, -0.021169], [-1.332898, -1.479951, -1.863250], [-1.570760, -0.955752, 1.103005], [1.358687, -1.076331, 0.840765], [-0.215814, -1.907584, -0.611613]], "forces_ev_per_angstrom": [[-0.1, 0.4, 0.0], [0.1, -0.2, -0.3], [0.2, -0.5, 0.6], [0.1, 0.0, -0.2], [-0.1, 0.6, 0.3], [0.2, -0.1, 0.0], [0.4, 0.1, 0.0], [0.0, 0.1, 0.1], [0.1, -0.4, 0.0], [0.0, 0.0, -0.1], [-0.2, 0.1, -0.1], [0.1, -0.3, -0.2], [-0.2, -0.1, 0.1], [-0.1, 0.2, 0.2], [-0.1, 0.2, -0.3], [-0.2, 0.0, 0.1], [-0.1, 0.2, -0.2], [0.0, -0.1, 0.2], [-0.2, -0.1, 0.0], [0.0, 0.0, 0.0]], "largest_force_ev_per_a": 0.8, "relative_energy_kj_mol": 76.9, "orbital_gap_ha": 0.3837, "lumo_energy_ev": 0.99, "smiles": "CC(C)[C@H](N)CO", "charge": 0}


No. 4
{"formula": "C5H13NO", "method": "ωB97M-V/def2-TZVPD", "species": ["O", "N", "C", "C", "C", "C", "C", "H", "H", "H", "H", "H", "H", "H", "H", "H", "H", "H", "H", "H"], "xyz": [[-2.822188, 1.364694, -1.524084], [1.813220, -1.305410, 1.590365], [3.153216, -0.863002, 1.448133], [-1.581137, 0.549446, 0.354611], [-2.791413, 0.407812, -0.640815], [-0.179531, 0.290775, -0.241582], [-0.135668, 0.638996, -1.748625], [2.992149, -1.211115, 0.371395], [-1.538533, 1.544915, 0.796211], [3.923617, -1.384146, 2.007980], [1.811608, -2.115357, 2.212407], [-3.622384, 0.451163, 0.106794], [-1.754128, -0.219472, 1.111026], [-0.271687, 1.714621, -1.903783], [0.176976, -0.738354, -0.340136], [-0.988629, 0.164323, -2.208964], [0.791405, 0.338875, -2.236113], [-2.835250, -0.635784, -1.008009], [0.513327, 0.796459, 0.429254], [3.345030, 0.210559, 1.423934]], "forces_ev_per_angstrom": [[-0.1, 0.2, -0.2], [-0.2, 1.0, 1.6], [-1.2, -1.0, -0.7], [1.4, -0.9, 0.4], [-0.4, -0.4, 0.4], [-0.2, -0.3, -1.7], [0.3, 1.3, 0.8], [1.5, 0.3, -0.1], [-0.5, 0.0, 0.0], [0.1, -0.2, -0.1], [0.0, -0.4, -0.3], [-0.1, 0.4, 0.0], [-0.2, 0.2, 0.3], [0.0, 0.0, -0.1], [-0.7, -0.4, 1.1], [0.0, -0.3, -0.3], [0.0, -0.1, 0.0], [0.3, 0.0, -0.3], [0.3, 0.3, -0.5], [-0.4, 0.2, -0.2]], "largest_force_ev_per_a": 1.9, "relative_energy_kj_mol": 910.6, "orbital_gap_ha": 0.0945, "lumo_energy_ev": -4.11, "charge": 0}


No. 5
{"formula": "C5H13NO", "method": "ωB97M-V/def2-TZVPD", "species": ["O", "N", "C", "C", "C", "C", "C", "H", "H", "H", "H", "H", "H", "H", "H", "H", "H", "H", "H", "H"], "xyz": [[2.058688, -0.883302, 2.563802], [1.954747, -0.160022, -0.168521], [0.697815, -1.032009, 1.813828], [0.584502, -0.211023, 0.537533], [-1.558468, 1.686275, -1.139939], [-0.639370, -0.606818, -0.314684], [-1.132734, 0.285591, -1.441906], [2.474600, -0.259712, 1.886185], [2.112313, -1.133021, -0.465676], [-2.481683, 1.841604, -0.530913], [-1.655555, 2.216304, -2.154027], [-0.401923, 0.424238, -2.233336], [0.341667, 0.912490, 0.970360], [-2.064249, -0.151596, -1.808932], [1.918227, 0.271888, -1.058124], [-0.067426, -0.587543, 2.545553], [0.437224, -2.159644, 1.716045], [-1.418560, -0.944651, 0.438531], [-0.400036, -1.687798, -0.584659], [-0.759777, 2.178744, -0.571114]], "forces_ev_per_angstrom": [[-2.2, 1.0, -3.5], [-1.6, -1.8, 1.4], [0.2, -0.8, 2.9], [0.4, 3.6, 0.2], [0.1, 2.0, 0.0], [0.5, -2.7, 1.8], [-0.9, -0.7, 0.2], [-0.1, -1.1, 1.3], [0.2, 0.2, 0.5], [0.5, -0.4, -0.6], [-0.1, -0.5, 1.6], [0.2, -0.7, -0.2], [1.0, -2.4, -1.3], [0.5, -0.6, -0.6], [-0.4, 1.2, -0.8], [1.0, -0.9, -1.0], [0.8, 1.8, -0.1], [0.2, 1.3, -0.7], [-0.1, 1.2, -0.9], [-0.1, 0.3, -0.2]], "largest_force_ev_per_a": 4.2, "relative_energy_kj_mol": 210.1, "orbital_gap_ha": 0.4003, "lumo_energy_ev": 0.86, "smiles": "CCC[C@H](N)CO", "charge": 0}


No. 6
{"formula": "C5H13NO", "method": "ωB97M-V/def2-TZVPD", "species": ["O", "N", "C", "C", "C", "C", "C", "H", "H", "H", "H", "H", "H", "H", "H", "H", "H", "H", "H", "H"], "xyz": [[-1.528698, -1.246841, -0.380919], [1.667265, 0.461129, 0.200236], [0.895853, -1.704903, 1.107920], [-1.439737, 1.662669, 0.854647], [-0.598132, 0.227630, -2.012489], [0.902656, -0.747070, -0.071353], [-0.632619, -0.453309, -0.664125], [-1.977060, 1.861353, -0.073057], [-0.422302, -0.514076, -2.794709], [1.361161, -1.261915, -0.922095], [0.179594, 0.992631, -2.045685], [1.452249, 0.816509, 1.129903], [-2.174521, 1.741304, 1.657215], [0.452531, -1.238922, 1.994816], [-1.566448, 0.701404, -2.191466], [-0.660205, 2.415161, 0.986127], [2.668433, 0.299476, 0.143637], [0.325740, -2.604771, 0.858676], [-0.816054, 0.630177, 0.871323], [1.910294, -2.037638, 1.351396]], "forces_ev_per_angstrom": [[1.1, 1.7, 0.0], [-0.1, 0.4, -0.3], [-0.4, -0.5, -0.2], [1.6, -1.3, 0.3], [-0.4, 1.2, 0.5], [-1.2, 0.4, 0.3], [1.5, -4.1, -0.8], [0.3, -0.4, -0.1], [0.0, -0.1, 0.3], [-0.1, 0.2, -0.1], [0.0, -0.1, 0.0], [0.1, -0.1, -0.2], [0.3, -0.4, 0.1], [0.0, -0.1, -0.1], [0.1, -0.1, -0.2], [-0.2, 0.2, 0.0], [-0.2, 0.0, 0.1], [-0.1, 0.1, 0.2], [-2.1, 2.7, 0.3], [0.0, 0.3, 0.0]], "largest_force_ev_per_a": 4.5, "relative_energy_kj_mol": 171.2, "orbital_gap_ha": 0.3574, "lumo_energy_ev": 0.79, "smiles": "CC(=O)[C@H](C)N.C", "charge": 0}


No. 7
{"formula": "C5H13NO", "method": "ωB97M-V/def2-TZVPD", "species": ["O", "N", "C", "C", "C", "C", "C", "H", "H", "H", "H", "H", "H", "H", "H", "H", "H", "H", "H", "H"], "xyz": [[0.628043, 2.680945, -0.842557], [0.201481, -0.513023, -0.794048], [0.239297, -1.959749, -0.263690], [0.067238, 1.843046, 0.184457], [0.662589, 0.506129, 0.453476], [0.293715, -0.115277, 1.749899], [-1.101509, -0.253024, -1.469101], [-1.084853, 0.692312, -1.820443], [-1.159237, -1.065513, -2.195008], [1.175142, -2.443097, -0.176623], [-0.077209, -2.667390, -1.008309], [-0.866432, -0.410490, 1.887290], [0.841297, -1.021587, 1.897519], [-1.075043, 1.817476, 0.229969], [-2.017621, -0.575135, -0.839612], [0.966285, 2.020482, -1.589148], [0.317721, 2.584208, 0.974346], [-0.169142, -2.114706, 0.704744], [1.808698, 0.365230, 0.310602], [0.349542, 0.629159, 2.606229]], "forces_ev_per_angstrom": [[0.7, -3.6, -3.2], [0.7, -0.7, 2.3], [0.1, 1.5, -1.6], [-0.3, 2.9, 1.6], [0.7, -2.9, -3.4], [-3.6, 1.0, 2.3], [0.0, -5.0, 3.2], [-0.5, 2.9, -1.4], [0.2, 0.6, -0.8], [2.2, 0.7, 0.3], [-1.4, 0.1, -0.5], [2.4, 0.6, -0.9], [0.5, -0.1, 0.6], [1.3, -0.2, -0.7], [1.0, 1.3, -0.4], [-1.1, 2.2, 2.1], [-0.4, -1.2, 0.7], [-1.3, -0.2, 0.4], [-1.8, 1.1, 0.3], [0.7, -0.9, -0.9]], "largest_force_ev_per_a": 5.9, "relative_energy_kj_mol": 355.6, "orbital_gap_ha": 0.3499, "lumo_energy_ev": 1.02, "smiles": "C[C@H](CO)N(C)C", "charge": 0}


No. 8
{"formula": "C5H13NO", "method": "ωB97M-V/def2-TZVPD", "species": ["O", "N", "C", "C", "C", "C", "C", "H", "H", "H", "H", "H", "H", "H", "H", "H", "H", "H", "H", "H"], "xyz": [[-4.179512, 0.999553, -3.077111], [1.242129, -0.295605, -1.345246], [0.938347, 0.317566, -0.073881], [0.225064, -0.370885, 0.829849], [0.337624, -0.168691, 2.297034], [1.845241, 1.581180, 0.238790], [-0.376508, -1.725634, 0.572957], [0.512292, -0.929639, -1.781556], [-0.281084, -1.867237, -0.489957], [1.334431, 2.496130, -0.111414], [-4.428446, 0.089001, -3.028310], [1.928999, 1.757747, 1.283105], [2.688977, 1.356146, -0.334724], [0.802340, 0.832631, 2.411315], [-0.540648, -0.162889, 2.845112], [-1.376861, -1.795245, 1.007739], [0.246901, -2.459886, 1.120583], [-3.226283, 0.894011, -3.271438], [0.843668, -0.937844, 2.979403], [1.463331, 0.389588, -2.072250]], "forces_ev_per_angstrom": [[1.3, 0.4, -0.3], [-1.2, 0.3, -1.1], [0.8, -0.2, 0.3], [0.5, -1.2, 0.9], [2.1, 1.5, 0.8], [-3.7, -1.0, -1.0], [0.8, 0.5, 0.1], [1.2, 1.2, 1.1], [-0.8, -1.0, -0.2], [0.3, -0.4, -0.4], [-0.7, -0.9, 0.2], [0.8, -0.3, 0.7], [1.9, 0.3, -0.3], [-0.2, -0.8, 0.8], [-2.5, 0.5, 0.5], [-0.1, 0.0, -0.5], [-0.2, 0.1, -0.5], [-0.6, 0.5, 0.1], [0.3, 0.6, -1.7], [0.0, -0.2, 0.4]], "largest_force_ev_per_a": 3.9, "relative_energy_kj_mol": 199.2, "orbital_gap_ha": 0.3079, "lumo_energy_ev": 0.52, "smiles": "CC(C)=C(C)N.O", "charge": 0}


> Which value of charge does entry 8 give?

0


> charge of number 1 (C5H13NO)?

0


> Number 5 is which compound?

C5H13NO